No. 1
60
Properties=species:S:1:pos:R:3 method="wB97M-V/def2-TZVPD" homo_energy_ev="-4.45 / -4.42" spin_multiplicity=5 fmax_ev_per_a=2.4 de_lowest_ev=5.117
P 0.524 2.649 -1.582
P 2.831 -0.443 -0.966
C 2.360 2.367 -1.459
C 3.050 1.077 -2.004
H 2.620 2.519 -0.394
H 2.819 3.219 -1.992
H 2.718 0.845 -3.031
H 4.143 1.225 -2.032
C 4.200 -0.238 0.240
H 4.089 -0.962 1.053
H 4.215 0.774 0.662
H 5.138 -0.423 -0.295
C 3.348 -1.790 -2.056
H 4.444 -1.782 -2.131
H 2.896 -1.656 -3.047
H 3.010 -2.737 -1.616
C 0.287 4.299 -0.899
H -0.778 4.449 -0.692
H 0.622 5.076 -1.598
H 0.853 4.406 0.035
C -0.005 2.603 -3.298
H 0.289 1.668 -3.790
H 0.427 3.441 -3.865
H -1.097 2.697 -3.344
Cr -3.557 -1.431 -0.790
C 1.162 -1.779 0.366
C 1.445 -1.365 1.637
C 1.395 0.108 1.864
C -0.004 0.760 1.954
C -0.147 1.800 0.932
C -0.410 1.509 -0.463
C -0.026 0.100 -1.019
C -0.164 -1.227 -0.262
C -5.325 -0.367 -0.427
H 1.470 -2.764 -0.016
H 1.851 -2.009 2.422
H 1.891 0.558 0.966
H 2.004 0.393 2.740
H -0.830 0.040 1.990
H -0.027 1.283 2.918
H -0.249 2.824 1.272
H -1.462 1.750 -0.808
H 1.064 0.181 -1.219
H -0.432 -0.037 -2.043
H -0.986 -1.196 0.471
H -0.463 -1.976 -1.020
H -6.259 -0.938 -0.532
H -5.373 0.514 -1.093
H -5.251 -0.004 0.619
O -3.128 -3.716 0.080
C -3.144 -3.175 1.206
C -3.129 -3.737 2.592
C -3.134 -2.501 3.480
C -3.088 -1.312 2.533
O -2.928 -0.129 2.809
N -3.188 -1.810 1.230
H -4.020 -4.357 2.744
H -2.237 -4.350 2.743
H -4.055 -2.450 4.067
H -2.268 -2.474 4.154

No. 2
61
Properties=species:S:1:pos:R:3 method="wB97M-V/def2-TZVPD" homo_energy_ev=-1.40 total_charge=-1 fmax_ev_per_a=4.9
O -4.972 -2.207 -4.293
C -3.812 -2.013 -3.844
O -2.681 -2.735 -4.279
C -1.443 -2.226 -3.703
C -0.945 -3.067 -2.401
C -1.311 -2.214 -1.090
C 0.011 -1.729 -0.269
C -0.213 -2.374 1.200
O 0.296 -2.023 2.274
N -1.146 -3.526 0.930
C -2.224 -2.919 0.079
C -3.344 -3.864 -0.550
C -4.718 -3.943 0.273
C -5.157 -2.587 1.008
S -5.153 -1.077 -0.091
H -3.741 -1.228 -3.000
H -1.581 -1.110 -3.467
H -0.651 -2.289 -4.539
H -1.331 -4.139 -2.394
H 0.202 -3.127 -2.524
H -1.899 -1.250 -1.339
H 1.008 -1.975 -0.779
H -0.051 -0.589 -0.336
H -0.637 -4.247 0.382
H -2.516 -2.004 0.693
H -3.602 -3.637 -1.636
H -2.903 -4.934 -0.549
H -5.565 -4.193 -0.474
H -4.743 -4.787 1.062
H -6.199 -2.741 1.476
H -4.446 -2.463 1.912
H -3.919 -0.937 -0.707
C 1.420 4.853 0.799
C 2.314 3.763 0.172
C 3.796 4.056 0.502
C 4.196 3.828 1.957
C 3.352 2.768 2.661
C 2.665 1.755 1.719
N 1.844 2.499 0.761
O 1.156 1.672 -0.129
C 1.738 0.899 2.605
C 3.726 0.824 1.096
C 2.191 3.894 -1.362
H 0.369 4.690 0.547
H 1.693 5.854 0.437
H 1.496 4.868 1.889
H 4.436 3.431 -0.130
H 4.048 5.090 0.228
H 5.254 3.543 1.989
H 4.124 4.768 2.515
H 3.975 2.248 3.399
H 2.583 3.284 3.249
H 0.935 1.505 3.036
H 2.294 0.450 3.437
H 1.280 0.082 2.045
H 4.287 0.301 1.881
H 4.457 1.359 0.482
H 3.269 0.055 0.467
H 2.516 4.888 -1.692
H 1.160 3.772 -1.704
H 2.815 3.158 -1.878

No. 3
60
Properties=species:S:1:pos:R:3 method="wB97M-V/def2-TZVPD" homo_energy_ev=-13.78 total_charge=+2 fmax_ev_per_a=7.6 de_lowest_ev=0.000
P 1.298 -1.694 -4.201
P 1.571 1.446 -4.577
C 1.149 -0.962 -5.911
C 2.010 0.321 -6.017
H 0.085 -0.742 -6.093
H 1.456 -1.732 -6.631
H 3.085 0.095 -5.951
H 1.843 0.877 -6.947
C -0.014 2.029 -5.282
H -0.480 2.763 -4.618
H -0.724 1.208 -5.406
H 0.152 2.501 -6.275
C 2.439 3.025 -4.432
H 2.553 3.503 -5.411
H 3.417 2.876 -3.961
H 1.844 3.680 -3.780
C -0.201 -2.675 -3.828
H 0.034 -3.393 -3.029
H -0.539 -3.231 -4.712
H -1.012 -2.029 -3.458
C 2.533 -2.998 -4.601
H 3.513 -2.542 -4.814
H 2.207 -3.559 -5.492
H 2.653 -3.692 -3.758
Zr 1.753 0.079 -2.521
C -2.422 2.902 -2.917
C -2.945 2.680 -4.137
C -3.710 1.484 -4.632
C -4.798 1.063 -3.607
C -4.440 -0.081 -2.714
C -3.223 -0.363 -2.229
C -1.970 0.437 -2.460
C -2.055 1.872 -1.902
C 2.335 -1.840 -1.464
H -2.260 3.932 -2.589
H -2.877 3.510 -4.851
H -3.067 0.631 -4.914
H -4.219 1.776 -5.568
H -5.074 1.936 -2.988
H -5.713 0.801 -4.164
H -5.310 -0.681 -2.413
H -3.087 -1.197 -1.532
H -1.699 0.448 -3.524
H -1.142 -0.065 -1.928
H -2.730 1.896 -1.032
H -1.069 2.120 -1.477
H 3.176 -1.477 -0.853
H 2.698 -2.739 -1.965
H 1.540 -2.154 -0.772
O 2.747 1.659 -1.183
C 1.852 1.440 -0.285
C 1.898 1.613 1.189
C 0.546 1.069 1.629
C 0.065 0.245 0.453
O -0.649 -0.744 0.420
N 0.751 0.734 -0.672
H 2.715 1.001 1.605
H 2.062 2.667 1.449
H 0.579 0.460 2.537
H -0.175 1.886 1.782

No. 4
58
Properties=species:S:1:pos:R:3 method="wB97M-V/def2-TZVPD" homo_energy_ev="-9.50 / -9.39" spin_multiplicity=3 total_charge=+1 fmax_ev_per_a=2.9
Pr -0.520 -0.212 -1.427
H -2.837 -0.575 -2.211
H -2.846 0.198 -2.162
P 0.691 -2.719 -1.825
P 0.687 2.331 -1.807
C 0.908 3.378 -0.294
H 1.078 4.435 -0.567
H 0.018 3.270 0.325
H 1.737 2.984 0.295
C 2.085 2.967 -2.840
H 1.995 2.534 -3.846
H 2.082 4.072 -2.881
H 3.034 2.596 -2.428
C -0.736 3.248 -2.599
H -1.615 3.121 -1.961
H -0.473 4.316 -2.714
H -0.959 2.776 -3.558
C 2.174 -3.327 -2.745
H 2.162 -4.427 -2.850
H 2.188 -2.840 -3.730
H 3.087 -2.996 -2.231
C 0.723 -3.841 -0.347
H -0.222 -3.735 0.190
H 0.889 -4.889 -0.647
H 1.509 -3.511 0.335
C -0.638 -3.571 -2.828
H -0.731 -3.045 -3.779
H -0.369 -4.635 -2.964
H -1.589 -3.464 -2.299
H 0.737 -0.199 -2.965
H 1.281 -0.107 -1.620
C -0.499 -1.839 2.710
P -0.463 -0.637 1.436
C -2.124 0.063 1.705
C -3.194 -0.558 0.931
C -4.513 -0.219 1.189
C -4.805 0.717 2.198
C -3.793 1.344 2.871
C -2.426 1.054 2.631
C 1.051 0.265 1.958
C 1.097 1.485 2.631
C 2.333 1.969 3.072
C 3.537 1.328 2.808
C 3.505 0.159 2.036
C 2.311 -0.381 1.579
H -1.284 -2.604 2.523
H -0.706 -1.388 3.651
H 0.444 -2.411 2.807
H -2.969 -1.327 0.151
H -5.328 -0.688 0.612
H -5.851 0.997 2.389
H -3.983 2.096 3.639
H -1.632 1.515 3.160
H 0.182 1.982 2.811
H 2.322 2.882 3.638
H 4.483 1.752 3.125
H 4.462 -0.358 1.770
H 2.313 -1.329 0.951

No. 5
67
Properties=species:S:1:pos:R:3 method="wB97M-V/def2-TZVPD" homo_energy_ev="-10.33 / -10.53" spin_multiplicity=3 total_charge=+1 fmax_ev_per_a=3.0 de_lowest_ev=0.444
Pt -1.008 0.141 1.032
N -1.415 -1.669 -0.271
C -2.284 -2.707 0.415
C -2.919 -2.039 1.692
N -1.924 -1.273 2.497
C -2.449 -0.548 3.637
C -3.035 0.872 3.190
N -1.976 1.631 2.536
H -1.828 -1.300 -1.090
H -0.525 -2.128 -0.474
H -1.751 -3.664 0.614
H -3.062 -2.970 -0.280
H -3.412 -2.764 2.355
H -3.728 -1.384 1.360
H -1.297 -2.020 2.891
H -1.669 -0.380 4.378
H -3.135 -1.140 4.263
H -3.410 1.367 4.012
H -3.902 0.779 2.475
H -1.374 2.152 3.176
H -2.350 2.306 1.877
C 1.475 1.973 -4.524
C 0.508 0.874 -4.311
C 0.623 -0.385 -4.900
C -0.354 -1.355 -4.768
Cl 0.112 -2.900 -5.521
C -1.495 -1.165 -4.042
C -1.627 0.126 -3.430
C -0.657 1.124 -3.592
O -0.861 2.391 -3.244
C -1.954 2.618 -2.349
C -1.789 1.754 -1.116
O -2.768 1.273 -0.532
O -0.566 1.611 -0.700
H 1.553 2.541 -3.587
H 1.044 2.643 -5.365
H 2.436 1.575 -4.865
H 1.428 -0.666 -5.521
H -2.237 -1.965 -3.936
H -2.515 0.191 -2.784
H -2.892 2.514 -2.908
H -1.673 3.639 -1.984
C 3.164 -1.255 -1.790
C 2.486 -0.327 -0.809
O 2.045 -1.186 0.345
P 1.170 -0.466 1.423
O 2.108 0.744 1.754
C 1.736 2.122 1.713
C 2.726 2.950 0.958
O 1.236 -1.527 2.573
C 2.461 -1.991 3.206
C 2.394 -1.666 4.695
H 3.567 -0.650 -2.609
H 2.521 -2.026 -2.206
H 3.959 -1.771 -1.171
H 1.588 0.165 -1.167
H 3.183 0.415 -0.425
H 1.720 2.490 2.788
H 0.794 2.149 1.221
H 3.793 2.757 0.982
H 2.689 3.951 1.360
H 2.443 2.914 -0.087
H 3.323 -1.573 2.682
H 2.455 -3.107 2.991
H 2.306 -0.592 4.906
H 3.294 -2.062 5.203
H 1.501 -2.131 5.161

No. 6
66
Properties=species:S:1:pos:R:3 method="wB97M-V/def2-TZVPD" homo_energy_ev=-11.23 total_charge=+1 fmax_ev_per_a=4.8
H -1.499 -5.445 3.040
N -0.631 -5.232 3.563
C 0.363 -5.000 2.718
N 1.691 -4.692 3.276
N 0.169 -5.067 1.257
C 0.382 -3.691 0.645
C -0.739 -3.447 -0.503
C 0.013 -3.019 -1.896
C -0.803 -1.741 -2.512
N -0.230 -0.427 -2.056
C 1.105 -0.073 -2.546
P 2.145 -1.134 -3.699
O 1.382 -1.797 -4.845
O 3.139 -2.265 -2.859
O 3.284 -0.069 -4.453
C 1.796 1.264 -2.084
C 1.074 2.262 -1.140
C 1.822 3.616 -0.757
C 3.057 3.390 0.258
C 3.178 1.913 0.859
F 3.071 4.352 1.329
C -0.358 1.843 -0.652
C -1.118 2.876 0.300
C -0.355 3.227 1.674
C -0.450 4.845 1.863
S -2.167 5.363 2.453
C -0.943 0.470 -1.145
P -2.692 0.052 -0.456
C -3.957 1.358 -1.090
C -2.646 0.081 1.471
C -3.176 -1.400 1.922
H 1.502 -4.471 4.275
H 2.206 -5.588 3.310
H -0.782 -5.400 1.052
H 1.452 -3.695 0.245
H 0.347 -2.868 1.458
H -1.365 -4.372 -0.736
H -1.351 -2.526 -0.202
H 0.056 -3.871 -2.654
H 1.040 -2.637 -1.574
H -1.888 -1.907 -2.206
H -0.810 -1.755 -3.670
H 4.007 -2.290 -3.346
H 2.689 0.514 -4.997
H 2.835 1.545 -2.463
H 1.147 4.411 -0.293
H 2.243 4.050 -1.741
H 4.026 3.571 -0.348
H 2.221 1.504 1.335
H 3.984 1.872 1.689
H 3.513 1.121 0.086
H -1.181 3.870 -0.296
H -2.192 2.599 0.555
H 0.760 2.990 1.685
H -0.912 2.798 2.592
H 0.344 5.231 2.606
H -0.280 5.418 0.890
H -2.129 6.769 2.431
H -4.197 2.007 -0.158
H -4.946 0.883 -1.400
H -3.507 2.075 -1.856
H -3.309 0.914 1.908
H -1.549 0.159 1.778
H -3.127 -2.143 1.044
H -2.504 -1.808 2.761
H -4.252 -1.388 2.304

No. 7
70
Properties=species:S:1:pos:R:3 method="wB97M-V/def2-TZVPD" homo_energy_ev=-11.47 total_charge=+1 fmax_ev_per_a=2.1
C 0.059 -0.988 -3.233
C 0.015 0.171 -2.242
C -1.357 0.875 -2.186
C -2.094 0.681 -0.886
O -1.281 1.106 0.232
N -1.657 0.468 1.382
C -0.837 -0.460 1.870
N 0.344 -0.778 1.314
C 0.878 -1.685 2.103
S 2.502 -2.454 1.923
C 2.263 -4.174 1.653
O 3.124 -2.261 3.200
O 3.132 -1.837 0.805
N 0.051 -1.936 3.103
F 0.242 -2.779 4.108
N -1.074 -1.184 2.994
C -2.175 -1.239 3.966
C -3.534 -1.399 3.294
C -3.921 -2.876 3.122
C -3.308 -3.359 1.840
O -2.132 -3.582 1.744
O -4.155 -3.465 0.825
H 1.037 -1.471 -3.189
H -0.104 -0.676 -4.258
H -0.676 -1.752 -2.971
H 0.758 0.910 -2.540
H 0.299 -0.191 -1.255
H -1.252 1.931 -2.432
H -2.003 0.444 -2.953
H -3.014 1.274 -0.898
H -2.395 -0.363 -0.767
H -2.527 0.758 1.797
H 3.255 -4.532 1.384
H 1.514 -4.371 0.890
H 1.947 -4.612 2.597
H -2.108 -0.359 4.605
H -1.974 -2.105 4.591
H -4.275 -0.912 3.926
H -3.603 -0.910 2.325
H -5.005 -2.934 3.034
H -3.630 -3.499 3.962
H -3.638 -3.460 0.003
O -1.987 0.248 -5.265
C -2.122 1.320 -5.798
O -3.277 1.981 -5.620
C -3.492 3.322 -6.081
C -3.911 3.364 -7.535
C -1.058 1.891 -6.704
H -2.614 3.939 -5.884
H -4.294 3.707 -5.454
H -3.138 2.961 -8.190
H -4.119 4.389 -7.840
H -4.808 2.764 -7.684
H -1.155 1.428 -7.685
H -0.086 1.633 -6.290
H -1.094 2.971 -6.815
O 6.106 4.442 4.139
C 6.092 3.257 3.968
O 5.101 2.724 3.221
C 5.066 1.349 2.830
C 4.468 0.463 3.902
C 7.108 2.347 4.621
H 6.055 1.011 2.518
H 4.436 1.331 1.942
H 5.061 0.479 4.817
H 4.391 -0.568 3.550
H 3.468 0.816 4.160
H 6.801 2.168 5.650
H 8.066 2.861 4.625
H 7.247 1.392 4.120